No. 1
{"formula": "C43H61BN8O3PSSbSi3Ti", "method": "ωB97M-V/def2-TZVPD", "e_homo_ha": [-0.2848, -0.3853], "de_lowest_kcal_mol": 47.9, "gap_ev": [5.49, 5.80], "total_charge": 1, "spin_multiplicity": 4, "symbols": ["Ti", "C", "C", "C", "C", "N", "N", "B", "N", "C", "C", "C", "C", "N", "N", "C", "C", "C", "C", "N", "N", "C", "C", "C", "C", "N", "H", "H", "H", "H", "H", "H", "H", "H", "H", "H", "H", "H", "H", "H", "H", "H", "H", "H", "H", "H", "O", "S", "O", "O", "C", "C", "C", "C", "C", "C", "P", "C", "C", "C", "C", "C", "C", "C", "C", "C", "C", "C", "C", "H", "H", "H", "H", "H", "H", "H", "H", "H", "H", "H", "H", "H", "H", "C", "Si", "C", "C", "Sb", "Si", "C", "C", "C", "Si", "C", "C", "C", "H", "H", "H", "H", "H", "H", "H", "H", "H", "H", "H", "H", "H", "H", "H", "H", "H", "H", "H", "H", "H", "H", "H", "H", "H", "H", "H"], "coordinates": [[-0.0520, 0.3131, 0.7743], [3.6995, -0.4780, 0.2483], [3.1104, -0.1470, 1.5743], [3.8127, -0.1733, 2.7854], [2.8941, 0.1445, 3.7535], [1.7145, 0.3625, 3.1478], [1.8332, 0.1916, 1.8030], [0.2797, 0.4012, 3.6996], [-0.4933, 1.5103, 2.9433], [-0.8355, 2.7183, 3.4591], [-2.0487, 3.0865, 2.9369], [-2.4173, 2.0404, 2.0735], [-3.7536, 1.8196, 1.4553], [-1.4563, 1.1143, 2.0476], [-0.3394, -0.9637, 3.2635], [-0.4604, -2.0712, 4.0197], [-0.4547, -3.1641, 3.1847], [-0.3144, -2.6411, 1.8924], [-0.0678, -3.3840, 0.6260], [-0.2805, -1.3095, 1.9530], [0.2226, 0.5130, 5.2042], [-0.7390, 1.0450, 6.0057], [-0.4951, 0.6395, 7.2889], [0.6550, -0.1764, 7.1984], [1.3225, -0.9270, 8.2991], [1.0680, -0.2450, 5.9477], [4.5937, -1.0800, 0.4002], [3.0019, -1.0218, -0.3747], [3.9786, 0.4338, -0.2834], [4.8561, -0.3950, 2.9163], [2.9875, 0.2154, 4.8190], [-0.2006, 3.2096, 4.1763], [-2.6123, 3.9785, 3.1448], [-4.4344, 1.4281, 2.2146], [-4.1618, 2.7588, 1.0926], [-3.6975, 1.0927, 0.6471], [-0.5184, -2.0068, 5.0909], [-0.5278, -4.2001, 3.4625], [0.3960, -4.3368, 0.8683], [-0.9914, -3.5734, 0.0776], [0.6014, -2.8024, -0.0110], [-1.5172, 1.6715, 5.6082], [-1.0545, 0.8797, 8.1746], [1.5347, -0.2686, 9.1399], [0.6637, -1.7211, 8.6522], [2.2485, -1.3723, 7.9438], [1.1805, 0.9955, -0.7011], [0.7248, 0.0048, -1.6907], [1.6849, -1.0021, -2.0783], [-0.4642, -0.6581, -1.0451], [0.2588, 0.9486, -3.0759], [0.9852, 0.9078, -4.2613], [0.7703, 1.8708, -5.2237], [-0.1553, 2.8878, -4.9832], [-0.8613, 2.9331, -3.7956], [-0.6623, 1.9720, -2.8054], [-1.5541, 2.0156, -1.1865], [-1.1684, 3.7504, -0.7215], [-0.1412, 3.8792, 0.2171], [0.2859, 5.1274, 0.6358], [-0.3016, 6.2698, 0.1135], [-1.3171, 6.1555, -0.8231], [-1.7511, 4.9071, -1.2398], [-3.2214, 2.0974, -1.9758], [-4.2377, 2.9757, -1.6130], [-5.4788, 2.9145, -2.2302], [-5.7235, 1.9739, -3.2171], [-4.7254, 1.0788, -3.5752], [-3.4925, 1.1309, -2.9490], [1.7206, 0.1249, -4.3882], [1.3329, 1.8591, -6.1461], [-0.3076, 3.6604, -5.7238], [-1.5602, 3.7380, -3.6196], [0.3278, 2.9833, 0.6158], [1.0693, 5.2083, 1.3771], [0.0252, 7.2464, 0.4428], [-1.7792, 7.0432, -1.2339], [-2.5590, 4.8529, -1.9557], [-4.0623, 3.7187, -0.8492], [-6.2588, 3.6016, -1.9310], [-6.6904, 1.9341, -3.6993], [-4.9171, 0.3392, -4.3417], [-2.7196, 0.4179, -3.2221], [0.9238, -2.0931, -6.4156], [-0.8939, -2.1802, -5.8631], [-1.8247, -0.5552, -6.1706], [-1.7640, -3.6283, -6.7164], [-0.5785, -2.3502, -3.2052], [0.9549, -4.5223, -3.2778], [0.4996, -5.6003, -4.7726], [0.8088, -5.6600, -1.7621], [2.7088, -3.8416, -3.4905], [-2.9124, -2.9441, -2.0597], [-3.0889, -4.7208, -1.3918], [-3.3983, -1.7371, -0.6776], [-4.0896, -2.8076, -3.5488], [1.0759, -1.3484, -7.1968], [1.2593, -3.0517, -6.8093], [1.5694, -1.8347, -5.5764], [-1.7883, -0.2592, -7.2198], [-1.3857, 0.2481, -5.5801], [-2.8757, -0.6453, -5.8935], [-1.2960, -3.8278, -7.6805], [-2.8134, -3.4036, -6.8999], [-1.7156, -4.5450, -6.1338], [-0.5420, -5.9188, -4.7527], [1.1125, -6.5021, -4.7566], [0.6810, -5.1008, -5.7221], [-0.1932, -5.6663, -1.3367], [1.5106, -5.3649, -0.9844], [1.0505, -6.6826, -2.0525], [2.7817, -2.8616, -3.0226], [2.9673, -3.7372, -4.5435], [3.4504, -4.4925, -3.0294], [-2.8831, -4.7872, -0.3246], [-2.4457, -5.4349, -1.9054], [-4.1185, -5.0468, -1.5430], [-2.5313, -1.3730, -0.1240], [-4.0774, -2.2094, 0.0326], [-3.9084, -0.8732, -1.1053], [-4.0037, -3.6849, -4.1907], [-3.8702, -1.9324, -4.1601], [-5.1279, -2.7390, -3.2233]], "mulliken_charge": [-0.69, -0.85, 0.62, -1.86, -0.10, 0.26, 0.78, -0.12, 1.39, -0.66, -1.52, 0.83, -1.15, -0.02, 0.41, -0.08, -1.76, -0.02, 0.14, 0.66, 0.62, -0.12, -1.21, 0.66, -1.33, -1.34, 0.39, -0.23, 0.24, 0.50, 0.67, 0.68, 0.52, 0.42, 0.35, -0.01, 0.52, 0.56, 0.65, -0.54, -0.16, 0.52, 0.44, 0.35, 0.27, 0.36, -0.51, 1.13, -0.29, -0.27, 1.60, -0.63, -1.21, -0.91, -0.34, -1.80, 1.88, 1.58, -0.58, -0.70, -0.82, -0.98, -0.55, 0.37, -0.56, -1.12, -1.04, -0.69, -0.70, 0.79, 0.48, 0.46, 0.35, 0.04, 0.52, 0.41, 0.46, 0.46, 0.67, 0.49, 0.42, 0.40, 0.42, -1.08, 1.18, -0.60, -1.32, -0.30, 0.85, -1.19, -1.18, -1.01, 1.09, -1.38, -0.55, -0.85, 0.49, 0.43, 0.08, 0.57, -0.17, 0.20, 0.42, 0.42, 0.30, 0.30, 0.44, 0.28, 0.27, 0.34, 0.51, 0.11, 0.34, 0.46, 0.42, 0.29, 0.45, -0.43, 0.70, 0.19, 0.34, -0.17, 0.49]}

No. 2
{"formula": "C43H65BN6OSiTi", "method": "ωB97M-V/def2-TZVPD", "e_homo_ha": -0.5017, "gap_ev": 6.58, "total_charge": 2, "symbols": ["Ti", "C", "C", "C", "C", "C", "C", "C", "C", "C", "N", "N", "B", "N", "N", "C", "C", "C", "C", "C", "C", "C", "C", "C", "N", "N", "C", "C", "C", "C", "C", "C", "C", "C", "C", "H", "H", "H", "H", "H", "H", "H", "H", "H", "H", "H", "H", "H", "H", "H", "H", "H", "H", "H", "H", "H", "H", "H", "H", "H", "H", "H", "H", "H", "H", "H", "H", "H", "H", "H", "H", "H", "H", "H", "H", "H", "H", "H", "H", "H", "H", "C", "C", "C", "C", "Si", "O", "C", "C", "C", "C", "C", "C", "C", "C", "C", "C", "C", "C", "H", "H", "H", "H", "H", "H", "H", "H", "H", "H", "H", "H", "H", "H", "H", "H", "H", "H", "H"], "coordinates": [[0.0484, 0.3767, -0.0721], [-2.5305, -0.1218, 2.1635], [-2.4428, 1.4145, 2.0887], [-3.4043, 2.0765, 3.0672], [-1.0339, 1.8535, 2.3287], [-0.4891, 2.6226, 3.3351], [0.8988, 2.6087, 3.1546], [1.8494, 3.4602, 3.9454], [2.4139, 4.5495, 3.0211], [2.9512, 2.7145, 4.7000], [1.1712, 1.8538, 2.0754], [-0.0178, 1.4297, 1.5360], [2.4364, 1.0926, 1.5799], [2.6822, 1.4402, 0.0928], [1.6754, 1.1592, -0.8031], [2.1667, 1.3239, -2.0607], [3.4712, 1.7541, -1.9559], [3.7757, 1.8039, -0.5905], [5.1393, 2.1390, -0.0618], [5.1759, 3.2316, 1.0079], [5.8596, 0.8671, 0.4059], [1.3832, 0.9188, -3.2654], [1.5067, -0.6073, -3.4328], [1.8544, 1.6401, -4.5222], [2.0990, -0.4393, 1.6468], [1.0199, -0.9883, 0.9734], [0.9654, -2.3041, 1.3005], [2.0150, -2.6012, 2.1434], [2.7094, -1.4064, 2.3473], [3.8878, -1.2130, 3.2480], [4.8081, -2.4356, 3.2164], [3.3704, -0.9485, 4.6709], [-0.0908, -3.2151, 0.7569], [-0.1004, -3.0983, -0.7691], [0.1343, -4.6587, 1.1954], [-3.5679, -0.4435, 2.0784], [-2.1340, -0.4880, 3.1112], [-1.9773, -0.5942, 1.3410], [-2.7052, 1.7136, 1.0750], [-3.1671, 1.8042, 4.0969], [-4.4263, 1.7614, 2.8635], [-3.3629, 3.1624, 2.9758], [-1.0144, 3.1286, 4.1266], [1.2267, 3.9508, 4.6951], [2.9805, 4.1028, 2.2051], [3.0732, 5.2076, 3.5856], [1.6095, 5.1523, 2.5983], [3.6478, 2.2173, 4.0279], [2.5251, 1.9763, 5.3788], [3.5207, 3.4257, 5.2972], [3.3811, 1.3254, 2.2387], [4.1506, 1.9804, -2.7596], [5.6776, 2.5232, -0.9297], [4.8029, 2.8715, 1.9665], [4.5997, 4.1051, 0.7014], [6.2076, 3.5492, 1.1538], [5.3790, 0.4509, 1.2910], [6.8913, 1.1062, 0.6605], [5.8664, 0.1072, -0.3765], [0.3372, 1.1595, -3.0833], [2.5426, -0.8844, -3.6328], [0.8958, -0.9418, -4.2713], [1.1839, -1.1321, -2.5278], [2.8703, 1.3392, -4.7844], [1.8356, 2.7218, -4.3918], [1.1998, 1.3861, -5.3549], [2.2502, -3.5607, 2.5674], [4.4536, -0.3424, 2.9180], [4.3366, -3.2900, 3.7025], [5.7320, -2.2190, 3.7500], [5.0628, -2.7132, 2.1930], [2.8919, -1.8441, 5.0693], [2.6422, -0.1381, 4.6784], [4.1968, -0.6776, 5.3272], [-1.0624, -2.8811, 1.1375], [0.8763, -3.3649, -1.1763], [-0.3551, -2.0746, -1.0688], [-0.8469, -3.7633, -1.1958], [1.1004, -5.0245, 0.8438], [-0.6401, -5.2976, 0.7739], [0.0953, -4.7535, 2.2804], [-4.9565, 1.7099, -0.2332], [-3.9940, 2.3030, -1.2834], [-3.2696, 3.5383, -0.7144], [-4.8387, 2.7634, -2.4851], [-2.7147, 1.0402, -1.9554], [-1.3498, 0.7754, -0.9597], [-3.3622, -0.6825, -2.3203], [-2.4760, -1.5712, -2.9363], [-2.8885, -2.8207, -3.3700], [-4.2124, -3.2052, -3.2058], [-5.1142, -2.3298, -2.6195], [-4.6933, -1.0811, -2.1858], [-2.0929, 1.8114, -3.5545], [-2.5470, 1.2996, -4.7718], [-2.3249, 1.9816, -5.9606], [-1.6639, 3.2006, -5.9482], [-1.1880, 3.7162, -4.7491], [-1.3927, 3.0234, -3.5670], [-5.4123, 2.5159, 0.3468], [-4.4782, 1.0192, 0.4621], [-5.7682, 1.1659, -0.7142], [-4.0037, 4.2220, -0.2821], [-2.7493, 4.0784, -1.5053], [-2.5356, 3.2938, 0.0584], [-5.6552, 3.3970, -2.1301], [-5.2800, 1.9224, -3.0265], [-4.2481, 3.3438, -3.1937], [-1.4582, -1.2460, -3.1333], [-2.1881, -3.4869, -3.8587], [-4.5441, -4.1736, -3.5558], [-6.1534, -2.6128, -2.5152], [-5.4219, -0.4129, -1.7469], [-3.0922, 0.3624, -4.7832], [-2.6848, 1.5645, -6.8923], [-1.5249, 3.7498, -6.8701], [-0.6686, 4.6665, -4.7404], [-1.0034, 3.4340, -2.6398]], "nbo_charge": [2.17, -0.56, -0.28, -0.61, 0.27, -0.32, 0.33, -0.26, -0.59, -0.60, -0.33, -0.51, 0.54, -0.33, -0.54, 0.36, -0.35, 0.33, -0.27, -0.60, -0.59, -0.30, -0.59, -0.60, -0.33, -0.55, 0.26, -0.31, 0.31, -0.26, -0.60, -0.59, -0.27, -0.55, -0.60, 0.24, 0.23, 0.16, 0.25, 0.22, 0.24, 0.23, 0.26, 0.23, 0.20, 0.24, 0.22, 0.20, 0.22, 0.24, 0.00, 0.26, 0.23, 0.20, 0.22, 0.24, 0.19, 0.24, 0.22, 0.24, 0.23, 0.24, 0.19, 0.22, 0.23, 0.24, 0.26, 0.22, 0.21, 0.24, 0.22, 0.22, 0.20, 0.23, 0.23, 0.23, 0.16, 0.25, 0.22, 0.24, 0.23, -0.61, -0.50, -0.61, -0.61, 1.98, -1.14, -0.58, -0.20, -0.22, -0.18, -0.22, -0.11, -0.58, -0.13, -0.22, -0.18, -0.21, -0.21, 0.22, 0.19, 0.22, 0.23, 0.22, 0.19, 0.23, 0.22, 0.22, 0.20, 0.22, 0.23, 0.23, 0.20, 0.21, 0.23, 0.23, 0.23, 0.21]}

No. 3
{"formula": "C43H66N4O5Si2Ti", "method": "ωB97M-V/def2-TZVPD", "e_homo_ha": [-0.0889, -0.1810], "gap_ev": [4.31, 6.82], "total_charge": -1, "spin_multiplicity": 2, "symbols": ["Ti", "C", "C", "C", "C", "C", "C", "C", "C", "C", "C", "C", "C", "N", "C", "C", "N", "C", "C", "C", "C", "C", "C", "C", "C", "C", "C", "C", "C", "H", "H", "H", "H", "H", "H", "H", "H", "H", "H", "H", "H", "H", "H", "H", "H", "H", "H", "H", "H", "H", "H", "H", "H", "H", "H", "H", "H", "H", "H", "H", "H", "H", "H", "H", "H", "C", "N", "C", "C", "O", "H", "H", "H", "H", "H", "H", "H", "O", "C", "O", "C", "C", "C", "C", "C", "C", "N", "O", "O", "H", "H", "H", "H", "C", "Si", "C", "C", "C", "Si", "C", "C", "C", "H", "H", "H", "H", "H", "H", "H", "H", "H", "H", "H", "H", "H", "H", "H", "H", "H", "H", "H"], "coordinates": [[-0.4206, -0.2847, -0.2938], [-4.6427, -0.5601, 2.7172], [-3.2941, -1.2176, 2.4244], [-3.3994, -2.7463, 2.4020], [-2.2411, -0.8255, 3.4310], [-2.5202, -0.9690, 4.7815], [-1.5743, -0.6912, 5.7466], [-0.3667, -0.1489, 5.3540], [-0.0475, 0.0157, 4.0162], [1.2296, 0.7629, 3.6828], [2.4932, 0.0486, 4.1713], [1.1615, 2.1585, 4.3168], [-0.9572, -0.4239, 3.0198], [-0.4913, -0.5618, 1.7027], [0.6578, -1.3087, 1.6742], [1.6472, -1.1362, 0.7567], [1.5736, -0.1535, -0.2178], [2.7596, 0.3779, -0.7146], [2.7367, 1.6550, -1.3637], [3.8978, 2.3915, -1.5208], [5.1252, 1.9131, -1.1016], [5.1842, 0.5975, -0.6942], [4.0618, -0.2092, -0.5658], [4.3907, -1.6899, -0.3770], [4.9750, -1.9898, 1.0113], [5.3826, -2.1923, -1.4405], [1.4889, 2.2101, -2.0270], [1.2805, 3.7195, -1.8477], [1.6053, 1.9385, -3.5374], [-5.3831, -0.8652, 1.9776], [-5.0211, -0.8261, 3.7017], [-4.5274, 0.5192, 2.6627], [-2.9674, -0.8434, 1.4525], [-3.5587, -3.1237, 3.4111], [-2.4719, -3.1703, 2.0213], [-4.2249, -3.0830, 1.7756], [-3.4855, -1.3434, 5.0906], [-1.7821, -0.8676, 6.7921], [0.3511, 0.1444, 6.1069], [1.2982, 0.8952, 2.5990], [2.4296, -0.1609, 5.2370], [3.3614, 0.6830, 4.0043], [2.6452, -0.8896, 3.6432], [1.2333, 2.0920, 5.4000], [0.2257, 2.6523, 4.0667], [1.9799, 2.7800, 3.9599], [0.8085, -2.0443, 2.4755], [2.5291, -1.7353, 0.8879], [3.8381, 3.3707, -1.9708], [6.0160, 2.5241, -1.1454], [6.1510, 0.1678, -0.4787], [3.4944, -2.2870, -0.5428], [5.9563, -1.5329, 1.1091], [5.0865, -3.0647, 1.1511], [4.3522, -1.5999, 1.8132], [6.3961, -1.8478, -1.2565], [5.0914, -1.8702, -2.4359], [5.3962, -3.2809, -1.4269], [0.6057, 1.6913, -1.6281], [1.9442, 4.2872, -2.4996], [1.4544, 4.0329, -0.8241], [0.2543, 3.9688, -2.1114], [2.3684, 2.5868, -3.9663], [0.6567, 2.1392, -4.0297], [1.8935, 0.9108, -3.7447], [-5.3341, -2.5074, -1.0139], [-4.1298, -1.7271, -0.8445], [-4.2384, -0.3081, -1.0987], [-2.9474, -2.3037, -0.5970], [-1.8716, -1.7265, -0.3986], [-6.1964, -1.8479, -0.9207], [-5.4134, -3.2864, -0.2531], [-5.3701, -2.9836, -2.0000], [-4.7534, -0.1516, -2.0481], [-3.2337, 0.1160, -1.1473], [-4.7791, 0.1952, -0.2953], [-2.9941, -3.4050, -0.5528], [-3.1011, 1.6051, 0.8021], [-1.9232, 1.9183, 0.6039], [-1.2058, 1.2546, -0.3043], [-1.2644, 3.0310, 1.2676], [-2.0276, 3.9672, 1.9990], [-1.4408, 5.0569, 2.5791], [-0.0493, 5.2523, 2.4583], [0.7259, 4.2907, 1.7800], [0.1339, 3.1997, 1.2080], [0.5566, 6.3740, 3.0045], [1.7920, 6.5044, 2.8980], [-0.1509, 7.2219, 3.5862], [-3.0944, 3.8096, 2.0682], [-2.0131, 5.7840, 3.1381], [1.7935, 4.4414, 1.7396], [0.7291, 2.4372, 0.7180], [-0.7207, -0.4008, -5.5523], [-1.5122, -0.4518, -3.7841], [-2.2234, 1.3132, -3.5050], [-2.9510, -1.7135, -4.0248], [-0.2816, -0.8927, -2.4346], [0.4782, -2.6133, -2.5707], [0.5288, -3.6938, -0.9791], [2.2786, -2.3709, -3.1983], [-0.2727, -3.8409, -3.8523], [-1.4415, -0.6251, -6.3342], [0.0785, -1.1315, -5.6307], [-0.2830, 0.5680, -5.7770], [-1.7509, 2.0358, -4.1636], [-2.0314, 1.6334, -2.4816], [-3.2940, 1.3789, -3.6794], [-3.8540, -1.2404, -4.3971], [-3.1874, -2.2157, -3.0960], [-2.6715, -2.4825, -4.7372], [0.5547, -0.2157, -2.6318], [0.5921, -3.0696, -0.0918], [1.3803, -4.3699, -0.9697], [-0.3673, -4.2995, -0.8868], [2.7219, -1.4885, -2.7513], [2.2738, -2.2171, -4.2708], [2.9321, -3.2101, -2.9882], [-1.2209, -4.2581, -3.5270], [0.4013, -4.6728, -4.0370], [-0.4473, -3.3543, -4.8040]], "nbo_charge": [1.90, -0.60, -0.26, -0.60, 0.06, -0.25, -0.21, -0.22, 0.00, -0.25, -0.59, -0.59, 0.12, -0.74, -0.04, -0.14, -0.73, 0.11, 0.06, -0.24, -0.22, -0.25, 0.03, -0.27, -0.60, -0.60, -0.26, -0.60, -0.60, 0.19, 0.19, 0.24, 0.23, 0.21, 0.21, 0.18, 0.20, 0.20, 0.20, 0.23, 0.19, 0.21, 0.20, 0.19, 0.23, 0.22, 0.21, 0.22, 0.21, 0.21, 0.20, 0.22, 0.20, 0.20, 0.21, 0.20, 0.22, 0.20, 0.23, 0.19, 0.23, 0.21, 0.20, 0.21, 0.21, -0.41, -0.40, -0.42, 0.58, -0.68, 0.22, 0.21, 0.21, 0.20, 0.26, 0.24, 0.16, -0.66, 0.74, -0.81, -0.19, -0.20, -0.22, 0.01, -0.24, -0.20, 0.44, -0.52, -0.52, 0.22, 0.24, 0.24, 0.22, -1.10, 1.70, -1.12, -1.11, -1.72, 1.70, -1.10, -1.11, -1.11, 0.22, 0.22, 0.23, 0.23, 0.25, 0.22, 0.23, 0.21, 0.23, 0.28, 0.24, 0.23, 0.22, 0.23, 0.23, 0.22, 0.22, 0.23, 0.22]}